Below is a 4-piece molecular cluster, C28H35N6O12 overall, with properties calculated with ωB97M-V with the def2-TZVPD basis set.

Last column: Löwdin charge in e.
Positions of all 81 atoms, in Å:
H (-2.350, 2.732, 4.430)  0.107
C (2.891, 0.000, -2.069)  0.069
H (-0.261, 9.138, -2.292)  0.140
H (5.008, -1.918, 0.896)  0.145
H (-6.838, -2.871, -0.418)  0.071
H (-0.439, 0.741, 4.755)  0.112
C (4.480, -2.859, 0.966)  0.090
H (-4.086, -5.630, 0.142)  0.115
C (0.270, 5.584, -0.572)  0.078
O (2.367, -1.851, 0.859)  0.090
C (2.458, 1.158, -2.586)  -0.232
N (-0.708, -1.560, 2.169)  0.147
N (-2.406, -0.713, 1.045)  0.220
O (1.180, 7.304, -3.537)  0.127
C (-1.808, 0.504, 3.102)  -0.099
H (-4.744, -3.675, -1.889)  0.096
O (1.188, -4.217, 1.096)  0.043
H (6.221, -6.152, 1.184)  0.134
H (-3.707, -4.079, 0.782)  0.095
C (-0.505, 1.045, 3.717)  -0.177
H (0.099, 2.858, 2.704)  0.107
N (-2.476, -2.264, -0.709)  0.060
O (1.972, 2.133, -1.837)  0.111
C (-1.938, -1.809, 0.409)  -0.322
C (2.421, -4.241, 1.063)  -0.285
H (-3.246, -1.743, -1.089)  0.151
H (0.360, 2.852, 4.415)  0.110
H (-2.080, -3.264, -2.328)  0.121
N (-0.888, -2.346, 1.058)  0.150
H (0.365, 0.610, 3.231)  0.098
O (3.850, -1.796, -5.161)  0.123
H (2.648, -6.390, 1.198)  0.141
H (1.772, 5.349, -3.290)  0.132
C (-1.627, -0.581, 2.117)  -0.262
C (-0.505, 6.612, 0.100)  -0.306
H (-2.717, -5.291, -1.821)  0.120
O (2.046, 2.485, -4.461)  0.118
H (-1.457, 4.242, 4.471)  0.107
C (3.358, -1.054, -2.944)  -0.315
C (5.269, -4.081, 1.060)  -0.295
H (2.988, 0.565, -6.009)  0.139
H (-5.694, -3.031, 0.881)  0.070
C (-0.352, 2.568, 3.646)  -0.191
N (-2.273, 3.644, 2.596)  0.003
H (-1.678, 8.392, 0.910)  0.121
C (-1.636, 3.343, 3.888)  -0.272
C (-0.683, 7.936, -0.589)  -0.235
O (-1.413, 8.821, 0.076)  0.125
C (3.186, -5.455, 1.137)  0.080
O (3.711, -2.148, -2.539)  0.096
C (-3.863, -4.609, -0.151)  -0.207
O (-1.028, 6.456, 1.188)  0.095
H (-0.329, -3.171, 0.808)  0.127
H (1.708, 2.862, -2.436)  0.087
H (-2.408, 1.262, 2.616)  0.102
H (-1.838, -5.212, -0.308)  0.101
H (-2.418, 0.089, 3.901)  0.135
O (1.510, 4.932, -2.444)  0.096
H (-0.006, -1.721, 2.871)  0.182
C (2.468, 1.415, -4.070)  -0.307
H (1.462, -2.186, 0.843)  0.066
C (-5.780, -2.905, -0.192)  -0.100
C (2.973, 0.368, -4.946)  0.081
C (3.390, -0.794, -4.424)  -0.236
H (-5.352, -1.936, -0.423)  0.052
O (6.478, -4.109, 1.082)  0.144
C (-2.562, -4.696, -0.930)  -0.185
H (-3.158, 4.111, 2.725)  0.073
H (-5.812, -4.827, -1.090)  0.103
O (5.294, -6.463, 1.198)  0.149
H (-1.660, 4.218, 2.037)  0.036
N (-1.939, -3.399, -1.339)  -0.002
H (2.887, -0.198, -1.006)  0.115
C (0.806, 5.836, -1.771)  -0.219
C (-5.068, -4.061, -0.929)  -0.234
C (3.150, -2.934, 0.958)  -0.227
H (4.082, -2.512, -4.541)  0.120
H (0.383, 4.630, -0.075)  0.130
C (4.531, -5.395, 1.133)  -0.220
C (-0.139, 8.189, -1.788)  0.084
C (0.645, 7.164, -2.456)  -0.309

Cartesian forces (eV/Å) of the 6 atoms listed first:
H 0.0 -0.1 0.4
C 0.1 -0.2 0.1
H 0.0 0.0 0.0
H 0.0 0.0 0.0
H -0.2 0.1 -0.2
H -0.1 -0.1 0.2

Properties
* E_tot: -2319.11782 Ha
* net charge: +1